{"formula": "C3H11NO2", "method": "ωB97M-V/def2-TZVPD", "elements": ["C", "N", "C", "C", "H", "H", "H", "H", "H", "H", "H", "O", "H", "H", "O", "H", "H"], "positions_angstrom": [[-0.57918, 1.95553, 1.35138], [-1.15903, 0.90149, 0.99592], [-2.01245, 0.87916, -0.16660], [-2.18167, 2.18194, -0.95508], [-0.70495, 2.98635, 0.99849], [0.09244, 1.86208, 2.19018], [-1.65933, 0.08461, -0.82878], [-3.02633, 0.56024, 0.09694], [-2.82996, 2.02377, -1.81094], [-2.69975, 2.91351, -0.33861], [-1.24376, 2.58088, -1.31154], [4.66449, 0.42002, -1.97480], [4.85817, -0.38208, -2.47176], [4.16916, 0.10245, -1.21174], [1.72488, -6.45486, 1.80935], [1.03980, -7.02144, 1.44767], [1.54747, -5.59366, 2.17993]], "forces_ev_per_a": [[0.052, 0.303, 0.687], [0.006, -0.348, -0.409], [-0.692, 0.449, -0.797], [-0.308, -0.304, 0.333], [-0.134, -0.306, -0.513], [0.238, 0.057, 0.343], [0.214, 0.020, 0.093], [0.187, -0.150, 0.426], [-0.018, -0.191, -0.190], [0.164, 0.266, 0.078], [0.297, 0.202, -0.053], [-0.062, -0.188, 0.055], [0.033, 0.088, -0.032], [0.024, 0.100, -0.020], [1.658, -0.829, -0.146], [-0.543, 0.992, 0.380], [-1.117, -0.160, -0.234]], "nbo_charge": [-0.07, -0.38, -0.25, -0.64, 0.15, 0.16, 0.20, 0.20, 0.22, 0.20, 0.21, -0.93, 0.47, 0.47, -0.98, 0.49, 0.49], "gap_ev": 10.35, "spin_multiplicity": 1, "relative_energy_kcal_mol": 29.6, "lumo_ha": 0.0288, "homo_energy_ha": -0.352, "total_charge": 0}

=====

{"formula": "CH3N5S", "method": "ωB97M-V/def2-TZVPD", "elements": ["N", "N", "N", "N", "N", "C", "S", "H", "H", "H"], "positions_angstrom": [[0.48911, -1.90640, -0.80465], [0.75475, -0.43648, -0.29438], [0.95611, -0.76109, 1.12393], [0.86401, 0.31372, 1.82967], [0.14901, 1.19648, 1.06939], [-0.09787, 0.63109, -0.15694], [-1.46673, 0.81390, -1.15489], [-0.59689, -2.06475, -0.61558], [0.68464, -1.87091, -1.90002], [1.47613, -1.71691, 1.46764]], "forces_ev_per_a": [[-1.744, 2.576, -1.927], [0.024, -5.231, 2.224], [2.942, -1.739, -0.004], [-2.498, 0.953, -2.286], [1.692, -0.542, 1.704], [-2.461, -0.585, -1.134], [1.712, 0.298, 0.834], [2.666, 0.683, -1.009], [-0.937, 0.121, 3.054], [-1.395, 3.464, -1.454]], "nbo_charge": [-0.65, -0.12, -0.23, 0.08, -0.30, 0.16, -0.18, 0.39, 0.40, 0.46], "gap_ev": 7.90, "spin_multiplicity": 1, "relative_energy_kcal_mol": 67.4, "lumo_ha": -0.0317, "homo_energy_ha": -0.322, "total_charge": 0}

=====

{"formula": "C4H6O4P2", "method": "ωB97M-V/def2-TZVPD", "elements": ["C", "C", "C", "C", "O", "O", "O", "O", "P", "P", "H", "H", "H", "H", "H", "H"], "positions_angstrom": [[-1.98641, -0.16679, 1.70376], [-1.37316, 0.51768, -0.70743], [0.46473, -0.56998, 0.28494], [0.06212, 0.75610, -0.18315], [-2.30017, -1.30609, 1.83737], [-2.29227, 0.20140, 0.08831], [-1.86206, 0.84394, 2.32802], [-1.56522, 0.58806, -1.94253], [2.03023, -0.83450, 0.96938], [0.92997, 1.46182, -1.66420], [0.04334, -1.31045, -0.47442], [0.03646, 1.52644, 0.56068], [3.00149, -1.05491, -0.08325], [2.09205, -2.26275, 1.54406], [0.61529, 0.66797, -2.79933], [2.10360, 0.94205, -1.46221]], "forces_ev_per_a": [[-1.326, 0.169, -0.444], [0.827, 0.785, -1.866], [-0.196, -2.229, -0.652], [-1.219, -0.467, -1.047], [0.058, -1.519, 0.314], [-0.868, -0.285, 0.888], [0.847, 1.171, 0.564], [-0.306, 0.134, 0.739], [0.197, -0.464, 0.997], [-2.196, 2.306, -1.265], [0.802, 0.406, 1.087], [0.159, 0.580, 0.672], [0.258, -0.556, -0.029], [-0.187, 1.432, -0.956], [0.144, -0.167, 0.456], [3.007, -1.295, 0.541]], "nbo_charge": [1.03, 0.82, -0.96, -0.60, -0.70, -0.62, -0.72, -0.75, 0.25, 0.19, 0.18, 0.23, -0.16, -0.09, -0.02, -0.08], "gap_ev": 5.56, "spin_multiplicity": 1, "relative_energy_kcal_mol": 38.2, "lumo_ha": 0.2468, "homo_energy_ha": 0.043, "total_charge": -2}